Entry 1:
{
  "formula": "C18H23FN6O3ReS",
  "method": "ωB97M-V with the def2-TZVPD basis set",
  "symbols": ["Re", "N", "N", "C", "N", "S", "H", "H", "H", "H", "H", "F", "C", "C", "C", "C", "O", "C", "C", "N", "C", "C", "C", "C", "C", "C", "N", "C", "C", "N", "C", "C", "C", "O", "O", "H", "H", "H", "H", "H", "H", "H", "H", "H", "H", "H", "H", "H", "H", "H", "H", "H", "H"],
  "xyz": [[-4.76437, -1.38351, -0.64602], [-6.09128, 0.33772, -1.11209], [-7.32700, 0.39610, -0.43151], [-7.62668, -0.51118, 0.50007], [-8.77203, -0.53890, 1.10777], [-6.40095, -1.70473, 0.94361], [-5.61875, 1.24119, -0.99970], [-6.29211, 0.25091, -2.11744], [-7.98134, 1.11821, -0.72156], [-9.52587, 0.11839, 0.91832], [-8.96853, -1.24082, 1.81658], [0.22460, 2.62682, 1.71444], [0.40716, 1.53233, 0.97767], [-0.70410, 0.88768, 0.52656], [-0.60057, -0.32797, -0.17243], [-1.75908, -1.07786, -0.55806], [-2.95515, -0.50500, -0.42787], [-1.52499, -2.36738, -1.05651], [-0.23181, -2.76577, -1.36502], [0.83227, -2.01511, -1.13815], [2.13368, -2.46965, -1.62498], [2.23625, -2.94301, -3.04240], [2.84052, -1.62792, -2.64728], [0.69928, -0.82604, -0.43647], [1.82311, -0.13618, 0.01430], [1.73279, 1.04346, 0.75314], [2.85792, 1.67011, 1.23822], [2.87021, 3.07805, 1.64252], [4.23618, 3.71370, 1.41368], [5.30194, 2.93889, 2.11823], [5.31234, 1.53277, 1.61567], [3.94685, 0.89340, 1.82817], [-2.59469, -3.40048, -1.29102], [-2.34878, -4.50084, -1.64959], [-3.85458, -2.96052, -1.02172], [-1.67583, 1.29614, 0.76538], [-0.07579, -3.73394, -1.82443], [2.71598, -2.98235, -0.86914], [1.34917, -2.91859, -3.66213], [2.89714, -3.77048, -3.25568], [2.35301, -0.72728, -2.99856], [3.91722, -1.55274, -2.58955], [2.79766, -0.52167, -0.24631], [2.58796, 3.18613, 2.69750], [2.16298, 3.64921, 1.05058], [4.21867, 4.73803, 1.78154], [4.48836, 3.73044, 0.35421], [5.14701, 2.95803, 3.13034], [6.21570, 3.37530, 1.96757], [6.06804, 0.95620, 2.14636], [5.57780, 1.56256, 0.55983], [3.76505, 0.78850, 2.90799], [3.97744, -0.11035, 1.41536]],
  "atomic_forces_ev_per_a": [[2.1, -0.1, 0.7], [0.1, 0.1, -0.3], [-0.2, 0.0, 0.1], [0.3, 0.1, -0.1], [-0.1, 0.0, 0.1], [0.2, -0.1, -0.2], [0.1, 0.0, 0.1], [-0.1, 0.1, 0.0], [0.0, 0.0, 0.0], [0.0, 0.0, 0.0], [0.0, 0.0, 0.0], [0.1, 0.0, 0.0], [-0.2, -0.1, -0.1], [0.1, 0.2, 0.0], [-0.6, -0.1, -0.1], [1.7, -0.6, -0.2], [-2.5, -0.6, -0.2], [-1.2, 0.3, 0.1], [0.2, 0.0, 0.0], [-0.4, -0.1, -0.1], [0.4, -0.2, 0.0], [0.0, 0.1, -0.1], [-0.1, 0.0, -0.2], [0.0, 0.1, 0.2], [0.1, 0.0, -0.1], [0.0, -0.1, -0.1], [0.1, 0.2, -0.2], [0.0, -0.1, 0.2], [-0.4, 0.2, -0.2], [0.1, 0.1, 0.0], [-0.1, -0.5, -0.1], [0.0, 0.1, 0.2], [2.6, -0.1, -0.2], [-0.8, 0.3, 0.1], [-1.9, 0.8, 0.1], [0.1, 0.1, 0.1], [0.1, 0.0, -0.1], [-0.1, 0.0, 0.1], [0.0, 0.1, 0.0], [0.0, -0.1, 0.1], [-0.1, 0.0, 0.0], [0.0, -0.1, 0.1], [0.0, 0.0, 0.0], [0.0, 0.0, 0.0], [0.0, 0.0, 0.0], [0.1, 0.0, 0.1], [0.1, -0.1, 0.0], [0.0, 0.0, 0.0], [0.0, 0.0, 0.0], [0.0, 0.1, 0.1], [0.0, 0.1, 0.0], [0.0, 0.0, 0.0], [0.0, 0.0, 0.0]],
  "charge": 4,
  "homo_lumo_gap_ev": [4.25, 4.01],
  "spin_multiplicity": 4
}

***

Entry 2:
{
  "formula": "C18H23HfN2O6S4Se3Te",
  "method": "ωB97M-V with the def2-TZVPD basis set",
  "symbols": ["Hf", "C", "C", "N", "C", "C", "S", "C", "C", "N", "H", "H", "H", "H", "H", "H", "H", "H", "H", "H", "H", "H", "H", "H", "O", "S", "O", "O", "C", "C", "C", "C", "C", "C", "S", "O", "O", "O", "H", "H", "H", "H", "Se", "Se", "Te", "Se", "S", "C", "C", "C", "C", "C", "C", "H", "H", "H", "H", "H"],
  "xyz": [[1.20552, -0.72941, -0.14998], [-1.84930, 2.17958, -1.29614], [-0.42250, 2.40547, -0.79161], [0.11475, 1.48812, 0.25504], [-0.43488, 1.82396, 1.60969], [-1.94748, 1.90325, 1.84685], [-2.97771, 0.42167, 1.69576], [-4.00375, 0.77663, 0.23881], [-3.47202, 0.32809, -1.12907], [-2.13542, 0.78321, -1.40310], [-2.58116, 2.64157, -0.63985], [-1.92258, 2.71947, -2.25195], [0.24509, 2.29974, -1.64089], [-0.32911, 3.43944, -0.44118], [1.09264, 1.79560, 0.33282], [-0.00139, 1.12944, 2.30730], [-0.06159, 2.82026, 1.87479], [-2.03801, 2.20565, 2.89226], [-2.41000, 2.70382, 1.27043], [-4.94487, 0.25775, 0.42597], [-4.24507, 1.84098, 0.24566], [-3.45176, -0.76247, -1.15491], [-4.21921, 0.65026, -1.87849], [-1.74650, 0.38030, -2.24436], [0.64841, -2.46494, 1.33441], [-0.70871, -2.62874, 0.73272], [-1.77828, -2.97716, 1.60403], [-0.86064, -1.33692, -0.04894], [-0.64301, -3.83794, -0.58139], [-1.89470, -4.26686, -1.00977], [-2.02998, -5.01814, -2.16267], [-0.90507, -5.32989, -2.90692], [0.34544, -4.92056, -2.47836], [0.50403, -4.17855, -1.30582], [2.22505, -3.90227, -0.80189], [2.39011, -4.60195, 0.43402], [3.03166, -4.29758, -1.91565], [2.33282, -2.38332, -0.60343], [-2.76216, -3.98911, -0.42318], [-3.01190, -5.34404, -2.48254], [-0.99611, -5.89726, -3.82538], [1.23310, -5.16787, -3.04195], [1.02948, -1.00955, -2.92604], [0.36246, 0.84740, -3.97695], [2.49111, 2.37694, -3.09700], [3.14494, 0.66995, -1.51013], [2.30225, -0.08625, 2.03521], [2.83031, 1.58977, 2.28854], [2.31760, 2.25279, 3.40800], [2.69340, 3.55306, 3.69626], [3.58990, 4.21791, 2.87142], [4.11762, 3.55668, 1.77065], [3.75211, 2.24882, 1.48483], [1.61667, 1.73335, 4.05252], [2.28099, 4.04871, 4.56854], [3.88055, 5.23934, 3.08937], [4.82653, 4.05834, 1.12072], [4.18033, 1.74344, 0.63291]],
  "atomic_forces_ev_per_a": [[-0.1, 0.5, -0.2], [0.2, 0.0, 0.1], [0.2, 0.0, -0.1], [-0.3, 0.4, 0.2], [-0.2, 0.1, -0.4], [0.1, 0.1, -0.1], [0.0, -0.1, -0.1], [0.1, -0.1, -0.1], [0.0, 0.0, 0.1], [-0.2, -0.2, 0.0], [0.0, 0.0, 0.0], [0.0, 0.0, 0.0], [0.0, 0.0, 0.0], [0.0, 0.1, 0.0], [-0.1, 0.1, 0.0], [0.1, -0.3, 0.3], [0.1, 0.0, 0.0], [0.0, 0.0, 0.0], [0.0, 0.0, 0.1], [0.0, 0.0, 0.0], [0.0, 0.0, 0.0], [0.0, -0.1, 0.0], [0.0, 0.0, 0.0], [0.1, -0.1, 0.0], [-1.1, 0.0, -0.4], [1.0, 0.2, 0.1], [-0.1, 0.1, -0.1], [-0.1, -0.7, 0.2], [0.0, 0.1, 0.0], [0.0, 0.1, 0.2], [0.0, 0.0, 0.0], [0.0, 0.0, 0.0], [0.2, 0.1, 0.3], [0.1, -0.2, -0.2], [-0.2, 0.4, 0.2], [0.0, 0.0, 0.0], [0.0, 0.1, -0.1], [0.0, -0.7, -0.4], [0.0, 0.0, 0.0], [0.0, 0.0, 0.0], [0.0, 0.0, 0.0], [0.0, 0.0, 0.0], [-0.7, -1.0, 0.0], [0.1, 0.6, -0.3], [-0.3, 0.1, -0.4], [0.7, 0.1, 0.6], [0.3, -0.2, 0.1], [-0.2, -0.1, 0.1], [-0.1, 0.0, 0.0], [0.0, 0.1, 0.1], [0.1, 0.1, -0.1], [0.0, 0.1, 0.0], [0.1, 0.0, 0.0], [0.0, 0.0, 0.0], [0.0, 0.0, 0.0], [0.0, 0.0, 0.0], [0.0, 0.0, 0.0], [0.0, 0.0, 0.0]],
  "charge": -1,
  "homo_lumo_gap_ev": 6.34,
  "relative_energy_kcal_mol": 16.0
}

***

no.,DFT total energy (hartree)
1,-1828.79818
2,-10374.02333